<P>
C6H10 as an isolated structure. Source: the OMol25 dataset; level of theory: the ωB97M-V functional and the def2-TZVPD basis.

Summary:
HOMO level	-7.711	eV
orbital gap	7.918	eV
net charge	0

Positions of all 16 atoms, in Å:
C -0.46455 1.01429 0.29129
C 0.87103 -0.05229 -1.49410
H -0.39559 1.69519 -1.82794
H -1.28987 -0.95979 2.25574
H -0.51903 -0.68934 -2.72839
H 0.31040 -0.52860 -2.69386
H 0.18706 -1.94827 2.11849
H 0.25543 -0.30491 2.79996
C -0.21454 -0.93324 2.03020
H 1.08071 1.95539 -0.91872
C 0.01522 -0.36268 0.66758
H -0.20562 1.76482 1.05097
H -1.56314 1.01559 0.20881
C 0.65167 -0.95287 -0.36848
H 1.03894 -1.96967 -0.33813
C 0.24186 1.25638 -1.05342


<Q>
A single C6H10 molecule. Source: the OMol25 dataset; level of theory: the ωB97M-V functional and the def2-TZVPD basis.

Summary:
HOMO level	-9.335	eV
orbital gap	10.395	eV
SMILES	CC#CC(C)C
net charge	0

Positions of all 16 atoms, in Å:
H -0.86530 -1.41309 1.06342
H -1.47979 0.04298 -1.55719
H -2.25594 -1.43241 -0.94190
C -0.86242 -0.49843 0.45514
C -1.32039 -0.86536 -0.96483
H -0.55859 -1.46632 -1.47005
H 2.97506 0.89210 -1.46708
H -2.85788 0.13945 0.98936
C 1.66455 0.25326 0.04820
C 3.01730 0.55286 -0.42637
H 3.64818 -0.34199 -0.40121
C 0.53033 -0.02720 0.35096
H -1.63126 0.62443 2.17154
H 3.50707 1.33526 0.16167
H -1.76112 1.48584 0.62269
C -1.82893 0.50238 1.10210


<R>
A single C6H10 molecule. Source: the OMol25 dataset; level of theory: the ωB97M-V functional and the def2-TZVPD basis.

Summary:
HOMO level	-8.925	eV
orbital gap	10.136	eV
SMILES	C=C/C=C\CC
net charge	0

Positions of all 16 atoms, in Å:
H 1.34828 -0.22792 -2.06645
C -0.59988 1.28359 0.91280
H -0.17868 0.80086 1.80053
H -1.08134 0.15037 -2.23225
C -1.40041 0.33439 -0.00176
H 0.19945 1.67568 0.27871
C 0.71884 -0.09158 -1.19071
C 1.43485 -0.44537 0.05218
C 1.10417 -1.65145 0.50684
H 0.16102 -2.09950 0.19682
H 2.29882 0.11716 0.42188
H -1.18139 2.14697 1.22747
H -2.37504 0.77026 -0.23825
C -0.59394 0.11733 -1.26321
H -1.61566 -0.62892 0.48366
H 1.76090 -2.25187 1.11173


How far above the most stable structure does each one sit? In eV: <P> 2.988; <Q> 0.000; <R> 0.453.


<P>
An isolated ion of composition C5H10NO2 and charge -1. Source: the OMol25 dataset; level of theory: the ωB97M-V functional and the def2-TZVPD basis.

Summary:
HOMO level	-3.739	eV
orbital gap	7.588	eV
SMILES	CCC[C@@H](N)C(=O)[O-]
net charge	-1

Positions of all 18 atoms, in Å:
H 0.16656 2.27356 2.32716
H -1.30729 0.15350 1.49191
H -1.29316 1.79513 1.06986
C 1.02090 -1.11443 -1.83505
C -0.06156 0.61129 -0.36061
H 0.40946 -1.39086 0.23337
O 0.69544 -2.04725 -2.60304
H -1.06507 -2.39661 -1.44949
C 0.48856 1.20518 2.00265
H 0.50248 0.49976 2.88451
H -1.79975 -0.89830 -1.42635
N -1.21658 -1.52397 -0.87891
H 1.01186 1.01202 -0.34031
O 2.08625 -0.43569 -1.86046
C -0.65592 0.93255 1.01656
C 0.03206 -0.85533 -0.63679
H 1.55292 1.08661 1.53339
H -0.56717 1.09284 -1.16840


<Q>
C5H10NO2 as an isolated structure. Source: the OMol25 dataset; level of theory: the ωB97M-V functional and the def2-TZVPD basis.

Summary:
HOMO level	-2.372	eV
orbital gap	5.723	eV
net charge	-1

Positions of all 18 atoms, in Å:
C 0.56172 0.50806 -0.10506
H 1.07669 0.54329 -1.19502
C 1.28924 -2.31197 -0.53535
H -1.69958 2.47330 2.46476
H 0.79206 -3.09155 0.17810
C -0.91942 0.74288 -0.42847
H -2.69713 1.58518 0.40045
O 2.61570 -2.41496 -0.56967
H -0.51467 1.29956 2.16372
C 0.70634 -0.83134 0.50676
H -0.10784 -1.22956 1.02032
H 1.54849 -0.73655 1.19975
N -1.67892 1.60317 0.44535
C -1.08179 2.07891 1.64356
H 0.96144 1.19559 0.51095
O -1.51987 0.49982 -1.44462
H -0.52067 3.01781 1.36005
H 0.81045 -2.07740 -1.59484


How far above the most stable structure does each one sit? In eV: <P> 0.000; <Q> 3.031.


<P>
A single C3H4O2S molecule. Source: the OMol25 dataset; level of theory: the ωB97M-V functional and the def2-TZVPD basis.

Summary:
HOMO level	-9.706	eV
orbital gap	10.153	eV
SMILES	O=C1OCCS1
net charge	0

Positions of all 10 atoms, in Å:
H -1.40643 -0.65341 -0.59974
S 1.04317 0.82047 -1.19475
C 1.20661 -0.92223 -0.35204
H 0.52566 1.45129 0.93708
C -0.07564 1.02858 0.08085
O 0.09537 -1.24102 0.40785
H -1.80347 -0.41581 1.00701
O 2.06999 -1.68908 -0.25415
C -0.87399 -0.27158 0.27307
H -0.78126 1.89279 -0.30518


<Q>
A single C3H4O2S molecule. Source: the OMol25 dataset; level of theory: the ωB97M-V functional and the def2-TZVPD basis.

Summary:
HOMO level	-10.313	eV
orbital gap	10.923	eV
SMILES	CC1=CS1(=O)=O
net charge	0

Positions of all 10 atoms, in Å:
S -0.83139 -2.90312 0.55583
O 0.12023 -3.83204 1.08804
H 1.37423 -0.09629 -0.93200
H -0.28245 0.38562 -1.39974
H -1.33752 -0.65094 2.08139
C -0.27343 -1.27101 0.19377
C -0.98888 -1.33044 1.32698
C 0.38690 0.16618 -0.58148
H 0.39596 0.92123 0.18356
O -1.96212 -3.38233 -0.18916


How far above the most stable structure does each one sit? In eV: <P> 0.000; <Q> 2.663.


<P>
A 2-piece molecular cluster, C3H4O2S overall. Source: the OMol25 dataset; level of theory: the ωB97M-V functional and the def2-TZVPD basis.

Summary:
HOMO level	-10.184	eV
orbital gap	9.403	eV
net charge	0

Positions of all 10 atoms, in Å:
O -2.58186 0.27193 -0.84671
H 0.65341 -0.77321 -1.33117
H 2.05016 -0.72005 -0.64008
O -1.59553 -1.35245 0.64117
C 0.49091 1.68187 0.54223
H 0.93888 -1.47227 0.24379
H 0.41543 2.55714 1.17822
C 1.06059 -0.69115 -0.39671
C 0.84064 0.60091 0.11188
S -2.27262 -0.10272 0.49737


<Q>
A single C3H4O2S molecule. Source: the OMol25 dataset; level of theory: the ωB97M-V functional and the def2-TZVPD basis.

Summary:
HOMO level	-8.937	eV
orbital gap	9.265	eV
SMILES	OC(=S)[C@@H]1CO1
net charge	0

Positions of all 10 atoms, in Å:
O 1.54330 -1.05658 0.00500
H 1.72934 0.44930 -1.40904
H 1.12305 0.26082 1.57070
C 1.97907 0.18306 -0.39712
H 0.00524 2.19463 0.19354
H 2.96479 0.44684 -0.07192
S -1.67012 -0.69792 -0.08515
C 0.91093 0.04558 0.56976
C -0.48787 0.32479 0.10343
O -0.73246 1.61840 -0.07716


How far above the most stable structure does each one sit? In eV: <P> 0.757; <Q> 0.000.


<P>
C3H4O2S as an isolated structure. Source: the OMol25 dataset; level of theory: the ωB97M-V functional and the def2-TZVPD basis.

Summary:
HOMO level	-9.536	eV
orbital gap	10.070	eV
net charge	0

Positions of all 10 atoms, in Å:
H -1.02978 -1.97865 -0.88461
H -1.40432 -1.79497 0.92623
C 0.59095 -0.77290 0.41261
C -0.82253 -1.23641 0.12666
S -1.42245 0.41579 -0.17709
C 0.32507 0.66756 0.18196
H 0.83103 -0.98643 1.52245
H 2.46314 -0.16952 -0.32315
O 1.68774 -0.83299 -0.46312
O 0.97953 1.62393 0.12126


<Q>
A single C3H4O2S molecule. Source: the OMol25 dataset; level of theory: the ωB97M-V functional and the def2-TZVPD basis.

Summary:
HOMO level (spin up / spin down)	-9.635 / -9.367	eV
orbital gap (spin up / spin down)	7.940 / 8.470	eV
net charge	0

Positions of all 10 atoms, in Å:
S -2.35840 0.22028 0.00621
C 0.27849 0.37480 0.00767
C -0.65305 -0.76970 -0.00099
H 0.34442 2.61479 0.04976
H -0.59196 -1.37079 -0.90550
H 1.32223 0.05124 -0.01539
O -3.07691 -0.10537 1.21662
H -0.58003 -1.39787 0.88432
C -0.03948 1.62574 0.03658
O -3.01820 -0.05297 -1.24892


How far above the most stable structure does each one sit? In eV: <P> 0.000; <Q> 2.407.


<P>
A single C6H10O molecule. Source: the OMol25 dataset; level of theory: the ωB97M-V functional and the def2-TZVPD basis.

Summary:
HOMO level	-9.107	eV
orbital gap	9.978	eV
net charge	0

Positions of all 17 atoms, in Å:
H 0.29078 -1.70186 1.72445
C 1.02445 0.62704 -0.92580
H 0.70558 0.00218 1.74734
C -1.87251 0.52487 0.31066
H -2.80489 0.71240 -0.16348
H -1.35213 1.42065 0.27554
H 0.43132 1.37675 -0.51646
H 0.85955 0.69108 -1.98489
H -2.01925 0.25318 1.35999
O -1.86862 -1.63693 -1.09362
H 1.92229 -1.08356 1.19257
C 0.44466 -0.70735 -0.34293
C -1.10821 -0.51322 -0.54368
C -1.50516 -0.76476 -1.92455
H 2.08141 0.67316 -0.85021
H 0.67471 -1.64608 -0.99045
C 0.89751 -0.93776 1.14672


<Q>
A 2-piece molecular cluster, C6H10O overall. Source: the OMol25 dataset; level of theory: the ωB97M-V functional and the def2-TZVPD basis.

Summary:
HOMO level	-8.627	eV
orbital gap	8.912	eV
SMILES	C=C/C=C/C=C.O
net charge	0

Positions of all 17 atoms, in Å:
H 1.17286 -1.50115 0.97150
H -1.78030 0.74606 1.64564
H -0.55833 0.66353 3.69245
H 2.10163 -0.58024 -3.04499
C 1.37432 -1.35498 -1.16337
C 0.74732 -0.98844 0.10821
H 1.93062 -2.28311 -1.23733
C 1.48605 -0.48157 -2.15853
H 0.89222 -0.10987 2.86277
C -0.79950 0.28880 1.64048
C -0.19638 -0.09900 0.36336
H -1.95097 2.16990 -1.62040
H -2.08852 0.78539 -1.02450
H -0.65792 0.39671 -0.48406
H 1.05584 0.51468 -2.12356
C -0.12619 0.24837 2.79043
O -2.60273 1.58492 -1.21809


How far above the most stable structure does each one sit? In eV: <P> 1.613; <Q> 0.000.


<P>
A single C6H10O molecule. Source: the OMol25 dataset; level of theory: the ωB97M-V functional and the def2-TZVPD basis.

Summary:
HOMO level	-8.950	eV
orbital gap	9.998	eV
SMILES	C[C@]12CC[C@H]1CO2
net charge	0

Positions of all 17 atoms, in Å:
H -0.45540 1.97357 -0.68973
C -0.45768 -0.14558 -0.26383
C 0.18011 1.09988 -0.86006
C -0.27410 -0.11705 1.79931
C 1.37534 0.94341 0.11940
H -1.22329 -2.15117 -0.54110
H 2.32777 0.78056 -0.39740
H 1.51666 1.76078 0.83544
H 1.36730 -1.25044 0.68466
H -1.11356 -0.79333 1.88730
C 0.73604 -0.35631 0.69255
O -1.35149 0.33967 0.74471
H 0.02044 0.63126 2.55647
H -1.87626 -0.92709 -1.65692
H -0.21231 -1.53261 -1.86416
C -0.97863 -1.25760 -1.12937
H 0.41907 1.00202 -1.91729


<Q>
A 2-piece molecular cluster, C6H10O overall. Source: the OMol25 dataset; level of theory: the ωB97M-V functional and the def2-TZVPD basis.

Summary:
HOMO level	-8.856	eV
orbital gap	9.823	eV
SMILES	C=C1[C@H]2C[C@H]2[C@H]1O.[H][H]
net charge	0

Positions of all 17 atoms, in Å:
O -0.98464 1.94240 0.58588
H -1.55362 -0.61045 -1.34885
H 0.28336 -2.05336 0.40171
H -1.78855 -0.09520 1.70601
C 2.09538 0.20576 0.16119
H -2.10552 -1.70319 0.87977
C -0.09654 -1.03934 0.48514
C -0.31802 1.01671 -0.24458
H 1.20871 -0.73131 -2.02160
C -1.11369 -0.28258 -0.41304
H -0.31626 2.49330 1.01074
H 0.00136 1.48566 -1.18515
C -1.51321 -0.79158 0.92051
H 2.56232 1.07762 -0.29173
H 2.73120 -0.65690 0.34905
H 0.56075 -1.01960 -2.24651
C 0.78066 0.14787 0.36157


How far above the most stable structure does each one sit? In eV: <P> 0.000; <Q> 0.468.